(1)
{"formula": "C5H8N2S", "method": "wB97M-V/def2-TZVPD", "total_energy_ev": -19126.8245, "homo_energy_ha": -0.282, "charge": 0, "gap_ev": 8.34, "lumo_energy_ev": 0.68, "species": ["C", "C", "C", "C", "C", "H", "H", "H", "H", "H", "H", "H", "H", "N", "N", "S"], "xyz": [[-1.66931, 1.27924, -1.19430], [-0.05496, 0.11183, 0.28444], [1.85368, -0.25440, 1.41015], [1.79178, -1.22315, 0.53683], [0.61037, -1.14317, -0.14006], [-2.82483, 1.37369, -1.19600], [-1.10099, 0.79918, -2.07550], [-1.29804, 2.58486, -1.04621], [-1.97072, 0.86261, 0.63867], [0.57325, 1.24943, 1.99979], [2.69895, 0.04722, 2.08118], [2.68929, -1.94750, 0.25921], [-0.82037, -2.92020, -1.07336], [-1.22776, 0.47231, -0.12913], [0.80506, 0.69015, 1.19095], [-0.05540, -1.98210, -1.54666]], "forces_ev_per_a": [[1.62, 3.23, -2.04], [4.98, -4.13, -0.17], [1.38, 4.28, 2.52], [3.71, -4.30, -1.89], [-3.87, 2.98, -0.89], [2.14, -0.66, -0.49], [-1.61, 1.46, 0.46], [-0.83, -3.64, -0.66], [2.82, -1.88, -1.23], [-0.42, 0.35, -0.44], [-1.10, -0.41, -0.73], [-2.28, 1.46, 0.98], [-0.59, -0.78, 0.98], [-7.97, 3.07, 3.58], [0.77, -1.90, 0.91], [1.27, 0.88, -0.88]]}

---

(2)
{"formula": "C20H28O5", "method": "wB97M-V/def2-TZVPD", "total_energy_ev": -31429.5530, "homo_energy_ha": -0.302, "charge": 0, "gap_ev": 9.06, "lumo_energy_ev": 0.85, "species": ["C", "C", "O", "C", "O", "C", "C", "O", "C", "O", "C", "C", "C", "C", "C", "O", "C", "C", "C", "C", "C", "C", "C", "C", "C", "H", "H", "H", "H", "H", "H", "H", "H", "H", "H", "H", "H", "H", "H", "H", "H", "H", "H", "H", "H", "H", "H", "H", "H", "H", "H", "H", "H"], "xyz": [[-4.71369, -0.82070, -1.89215], [-3.29841, -0.65704, -2.37100], [-2.43593, -1.21055, -1.35019], [-1.14802, -1.31672, -1.74244], [-0.80491, -1.11392, -2.90332], [-0.25015, -1.73665, -0.58689], [1.06936, -1.60155, -0.28740], [1.66296, -0.41949, -0.52607], [0.80456, 0.51449, -1.14284], [1.26588, 0.90065, -2.38220], [1.85865, -0.09637, -3.23716], [0.77463, 1.78967, -0.31224], [-0.40173, 2.54745, -0.26973], [-0.40012, 3.78450, 0.33642], [0.78998, 4.29450, 0.91214], [0.71266, 5.52946, 1.47298], [1.87994, 6.09655, 2.11697], [1.97108, 3.51886, 0.85544], [1.96006, 2.27325, 0.23645], [1.95399, -2.57863, 0.40323], [1.94148, -2.46001, 1.93513], [0.70048, -3.01918, 2.62806], [-0.57682, -2.16385, 2.48557], [-1.56564, -2.65984, 1.43474], [-0.94804, -2.93278, 0.07017], [-5.38310, -0.28003, -2.56272], [-5.00515, -1.87536, -1.90987], [-4.85234, -0.43559, -0.87801], [-3.12884, -1.18915, -3.31342], [-3.03126, 0.40109, -2.49069], [-0.25080, 0.31269, -1.24238], [2.85751, -0.38720, -2.89054], [1.19352, -0.95911, -3.34484], [1.94454, 0.42008, -4.19333], [-1.29078, 2.14221, -0.74760], [-1.29691, 4.39346, 0.37608], [1.52830, 7.05652, 2.49736], [2.22360, 5.46455, 2.94811], [2.69598, 6.25299, 1.39751], [2.90012, 3.89393, 1.28248], [2.88159, 1.69614, 0.14719], [1.67134, -3.59328, 0.09077], [2.98671, -2.40964, 0.06128], [2.81656, -3.00662, 2.31091], [2.08065, -1.40587, 2.21443], [0.51400, -4.04743, 2.28858], [0.93350, -3.08257, 3.70124], [-1.09813, -2.16696, 3.45490], [-0.31606, -1.11643, 2.27987], [-2.03843, -3.59227, 1.77806], [-2.37004, -1.91974, 1.31378], [-1.74460, -3.27546, -0.60274], [-0.22370, -3.75311, 0.14996]], "forces_ev_per_a": [[-0.30, -0.15, 0.02], [-0.03, -0.07, 0.08], [0.35, 0.19, -0.39], [1.16, 0.69, -0.35], [-0.69, -0.55, 1.51], [-1.13, -2.99, -0.17], [-1.62, 0.92, -0.72], [0.08, -0.12, -0.66], [0.22, 3.08, 0.58], [1.01, -0.27, -0.97], [-0.29, 0.32, 0.06], [0.56, -0.07, -0.17], [0.78, -0.43, 0.07], [0.50, 0.64, 0.47], [0.22, -0.91, -0.41], [0.51, 0.27, 0.36], [-0.64, -0.40, -0.41], [-0.36, 0.54, 0.23], [-0.51, 0.26, -0.02], [0.15, -0.15, 0.27], [0.21, -0.19, 0.06], [-0.12, 0.27, 0.35], [-0.11, -0.10, 0.24], [-0.21, 0.12, -0.01], [0.15, -0.45, -0.49], [-0.03, 0.00, 0.03], [0.03, 0.13, 0.08], [0.07, -0.01, -0.14], [0.01, 0.25, 0.19], [0.00, -0.24, -0.12], [0.34, -0.86, 0.35], [-0.20, 0.06, 0.06], [0.38, 0.16, 0.01], [0.08, -0.19, 0.00], [-0.01, 0.17, 0.13], [0.10, -0.02, 0.02], [0.17, -0.14, -0.02], [-0.10, 0.11, -0.22], [-0.21, -0.07, 0.15], [-0.25, -0.04, -0.10], [-0.30, 0.13, 0.08], [0.17, 0.24, 0.16], [-0.37, 0.12, -0.08], [-0.10, 0.13, -0.05], [-0.02, -0.18, -0.05], [0.01, 0.12, 0.07], [0.01, -0.08, -0.26], [0.10, 0.11, -0.24], [0.06, -0.19, 0.04], [0.09, 0.17, -0.01], [0.13, -0.16, 0.07], [0.23, -0.19, 0.29], [-0.30, 0.01, 0.06]]}